Record 1
Computed, not measured: C6H11N in the gas phase, with ωB97M-V/def2-TZVPD.

Last column: Löwdin charge in e.
CARTESIAN COORDINATES (ANGSTROEM)
C -1.230 0.178 -2.049  -0.2723
C 0.269 0.029 -2.272  -0.1065
C 0.008 0.020 1.246  -0.3416
C 0.804 1.151 1.845  -0.0693
C 0.208 -1.372 1.796  -0.0692
C -0.832 0.208 0.253  -0.1119
N -1.650 0.344 -0.653  0.0753
H -1.764 -0.701 -2.427  0.1081
H 0.485 -0.074 -3.340  0.0712
H -1.622 1.038 -2.602  0.1047
H 0.809 0.904 -1.893  0.0758
H 0.662 -0.852 -1.754  0.0726
H 0.614 2.099 1.333  0.0771
H 0.558 1.283 2.907  0.0773
H 1.880 0.941 1.784  0.0768
H -0.056 -1.419 2.860  0.0771
H -0.404 -2.105 1.262  0.0777
H 1.259 -1.675 1.703  0.0771

LUMO level = 0.975 eV
Charge = 0

---

Record 2
Computed, not measured: C6H11N in the gas phase, with ωB97M-V/def2-TZVPD.

Last column: Löwdin charge in e.
CARTESIAN COORDINATES (ANGSTROEM)
C -1.823 0.610 0.640  -0.2470
C -0.278 1.119 0.706  -0.1676
C 0.857 0.272 0.193  -0.3554
C 1.840 0.728 -0.654  0.0658
C 1.587 -2.083 -0.200  0.0201
C 0.721 -1.140 0.332  -0.1546
N -1.979 0.632 -0.813  -0.0254
H -2.527 1.466 1.083  0.1389
H -1.952 -0.327 1.247  0.0957
H -0.208 2.113 0.217  0.1203
H -0.120 1.117 1.700  0.0577
H 2.081 1.812 -0.750  0.0757
H 2.244 -0.092 -1.321  0.0678
H 1.529 -3.084 0.166  0.0348
H 2.075 -1.973 -1.188  0.0592
H 0.004 -1.601 1.015  0.0988
H -1.189 0.160 -1.207  0.0462
H -2.862 0.270 -1.168  0.0690

LUMO level = 0.298 eV
Charge = 0

---

Record 3
Computed, not measured: C6H11N in the gas phase, with ωB97M-V/def2-TZVPD.

Last column: Löwdin charge in e.
CARTESIAN COORDINATES (ANGSTROEM)
C 2.218 -1.218 1.412  -0.1204
C 1.268 -0.115 0.960  -0.2729
C -0.077 -0.710 0.644  -0.1471
C -1.547 1.433 -0.662  -0.1160
C -1.546 0.481 -1.853  -0.2530
C -0.451 -0.957 -0.585  -0.1582
N -0.898 -0.870 -1.725  0.0818
H 3.208 -0.839 1.684  0.0680
H 2.328 -1.951 0.606  0.0760
H 1.791 -1.740 2.275  0.0731
H 1.154 0.650 1.741  0.1083
H 1.672 0.399 0.077  0.1109
H -0.742 -0.999 1.451  0.1156
H -2.101 1.088 0.219  0.0793
H -0.563 1.788 -0.333  0.0731
H -2.585 0.299 -2.134  0.1042
H -2.084 2.278 -1.094  0.0722
H -1.043 0.984 -2.681  0.1049

LUMO level = 1.022 eV
Charge = 0

---

Record 4
Computed, not measured: C6H11N in the gas phase, with ωB97M-V/def2-TZVPD.

Last column: Löwdin charge in e.
CARTESIAN COORDINATES (ANGSTROEM)
C 0.086 1.601 -2.276  -0.1124
C 0.575 0.660 -1.156  -0.2830
C -0.452 0.315 -0.055  -0.1425
C 0.161 -0.591 1.212  -0.3180
C -0.863 -1.120 2.245  -0.0791
C 0.806 -1.754 0.625  -0.2509
N 1.292 -2.659 0.077  0.1537
H 0.912 1.806 -2.968  0.0703
H -0.706 1.144 -2.893  0.0758
H -0.275 2.544 -1.856  0.0667
H 0.888 -0.251 -1.674  0.0975
H 1.428 1.063 -0.582  0.1120
H -0.847 1.274 0.321  0.1080
H -1.299 -0.221 -0.523  0.1158
H 0.960 -0.086 1.797  0.1430
H -1.341 -0.257 2.700  0.0721
H -1.618 -1.720 1.736  0.0809
H -0.421 -1.742 3.047  0.0902

LUMO level = 0.933 eV
Charge = 0

---

Record 5
Computed, not measured: C6H11N in the gas phase, with ωB97M-V/def2-TZVPD.

Last column: Löwdin charge in e.
CARTESIAN COORDINATES (ANGSTROEM)
C 2.109 0.143 -0.021  -0.0922
C 0.845 -0.729 -0.014  -0.2072
C -0.490 0.032 0.158  -0.5676
C -1.642 -0.972 0.322  -0.0489
C -0.763 0.962 -1.034  -0.0400
C -0.417 0.849 1.388  -0.2008
N -0.358 1.489 2.351  0.1678
H 2.470 0.336 -1.035  0.0726
H 2.917 -0.346 0.528  0.0733
H 1.939 1.112 0.462  0.0700
H 0.909 -1.473 0.789  0.1149
H 0.770 -1.294 -0.952  0.1174
H -1.475 -1.623 1.186  0.0902
H -2.598 -0.456 0.460  0.0909
H -1.711 -1.596 -0.576  0.0897
H -1.704 1.505 -0.899  0.0912
H 0.039 1.696 -1.165  0.0872
H -0.838 0.364 -1.949  0.0914

LUMO level = 0.803 eV
Charge = 0

---

Record 6
Computed, not measured: 2 unconnected molecules or ions with the total composition C6H11N, with ωB97M-V/def2-TZVPD.

Last column: Löwdin charge in e.
CARTESIAN COORDINATES (ANGSTROEM)
C -2.403 -0.251 -0.744  -0.1657
C -1.157 0.386 -0.189  -0.3059
C 0.175 -0.045 -0.718  -0.1802
C 1.045 -0.298 0.496  -0.4282
C 2.526 -0.290 0.249  -0.0842
C 0.750 0.687 1.558  -0.1534
N 0.034 1.685 1.472  0.1285
H -3.339 0.049 -0.259  0.0722
H -2.468 0.053 -1.795  0.0712
H -2.215 -1.326 -0.709  0.0692
H -1.388 1.457 -0.300  0.0844
H -1.607 0.372 1.425  0.2329
H 0.136 -0.936 -1.347  0.1265
H 0.600 0.754 -1.332  0.1306
H 0.797 -1.257 0.972  0.1441
H 2.790 -1.079 -0.460  0.0839
H 2.814 0.675 -0.180  0.0896
H 3.110 -0.460 1.157  0.0844

LUMO level = 0.479 eV
Charge = 0

---

Record 7
Computed, not measured: a molecular structure, C6H11N, with ωB97M-V/def2-TZVPD.

Last column: Löwdin charge in e.
CARTESIAN COORDINATES (ANGSTROEM)
C -2.641 0.102 0.036  -0.1392
C -0.298 -0.864 0.337  -0.2194
C 1.119 -1.291 -0.028  -0.1362
C 2.086 0.179 -0.051  -0.0633
C 0.729 1.300 0.023  -0.1375
C -0.142 0.420 -0.736  -0.2678
H -3.022 1.349 -0.389  0.1607
H -2.611 0.228 1.289  0.0946
H -3.548 -0.593 0.228  0.0516
H -0.356 -0.434 1.189  0.0254
H 1.587 -2.110 0.492  0.0673
H 1.174 -1.638 -1.154  0.1284
H 2.640 0.231 -0.906  0.0233
H 2.909 0.216 0.750  0.0951
H 0.898 2.470 -0.113  0.1222
H 0.393 1.115 1.198  0.1363
H 0.460 -0.129 -1.515  0.1008
N -1.376 -0.553 -0.649  -0.0422

LUMO level = 1.008 eV
Charge = 0

---

Record 8
Computed, not measured: a gas-phase ion, C6H11N (charge +1), with ωB97M-V/def2-TZVPD.

Last column: Löwdin charge in e.
CARTESIAN COORDINATES (ANGSTROEM)
C 2.153 -1.188 2.073  0.1959
C 1.003 -1.127 1.326  -0.1011
N 1.048 -0.937 0.011  0.0983
C -0.120 -0.990 -0.852  -0.1489
C -1.815 2.515 -0.804  -0.0708
C -1.059 1.277 -1.175  -0.1418
C -1.080 0.132 -0.503  -0.0998
H 3.109 -1.054 1.584  0.0962
H 2.150 -1.332 3.142  0.0957
H 0.022 -1.320 1.738  0.1468
H 1.844 -0.380 -0.309  0.1845
H -0.538 -1.990 -0.794  0.1344
H 0.166 -0.862 -1.890  0.1289
H -2.278 2.383 0.171  0.0802
H -2.500 2.761 -1.615  0.0907
H -1.117 3.336 -0.658  0.0836
H -0.556 1.305 -2.139  0.1167
H -1.580 0.041 0.457  0.1105

LUMO level (spin up / spin down) = -3.607 / -7.156 eV
⟨S²⟩ = 0.77
Multiplicity = 2
Charge = +1

---

Record 9
Computed, not measured: a gas-phase ion, C6H11N (charge +1), with ωB97M-V/def2-TZVPD.

Last column: Löwdin charge in e.
CARTESIAN COORDINATES (ANGSTROEM)
C 0.948 0.891 1.560  -0.0331
N 2.896 -0.638 -0.082  0.1438
C 1.431 -0.881 -0.024  0.0521
C 0.463 0.121 0.313  -0.1466
C -0.775 0.459 -0.533  -0.0525
C -1.972 -0.141 -0.257  -0.1323
C -3.152 0.119 -1.150  -0.1062
H 1.785 1.708 1.355  0.1432
H 1.222 0.184 2.376  0.1049
H 0.209 1.619 1.919  0.0880
H 3.603 -1.442 0.061  0.1616
H 3.334 0.128 0.381  0.0824
H 1.259 -1.970 0.143  0.1592
H -0.789 1.211 -1.331  0.1273
H -2.060 -1.111 0.294  0.1279
H -3.103 1.196 -1.436  0.0842
H -4.196 0.007 -0.602  0.1256
H -3.193 -0.475 -2.040  0.0705

LUMO level (spin up / spin down) = -5.463 / -6.485 eV
⟨S²⟩ = 0.76
Multiplicity = 2
Charge = +1

---

Record 10
Computed, not measured: a gas-phase ion, C6H11N (charge +1), with ωB97M-V/def2-TZVPD.

Last column: Löwdin charge in e.
CARTESIAN COORDINATES (ANGSTROEM)
C 0.505 -1.396 -1.250  0.0128
N 1.355 1.471 -2.177  0.2404
C 0.257 1.152 -1.193  0.0605
C -0.067 -0.066 -0.677  -0.1655
C -0.881 -0.135 0.548  -0.0819
C -0.308 -0.374 1.711  -0.1138
C -1.071 -0.520 3.021  -0.0515
H 1.573 -1.472 -0.956  0.1160
H 0.460 -1.536 -2.250  0.0447
H -0.001 -2.303 -0.798  0.1213
H 1.096 2.169 -2.771  0.0774
H 1.816 0.771 -2.558  0.0394
H -0.141 2.089 -0.794  0.1449
H -1.974 0.212 0.650  0.1709
H 0.756 -0.573 1.756  0.1231
H -2.074 -0.629 2.761  0.0486
H -0.916 0.408 3.717  0.1338
H -0.697 -1.401 3.516  0.0789

LUMO level (spin up / spin down) = -3.693 / -7.619 eV
⟨S²⟩ = 0.76
Multiplicity = 2
Charge = +1

---

We obtain energy relative to the best compared isomer or geometry (same formula, charge and spin) values of 1.285; 3.246; 1.824; 0.528; 0.060; 4.748; 9.036; 0.801; 2.819; 1.794 eV for the records listed above, in that order.